Entry 1:
One molecule with the formula C27H27N3O3S. Source: OMol25; level of theory: ωB97M-V with the def2-TZVPD basis set.

Its energy relative to the best compared isomer or geometry (same formula, charge and spin) is 0.0 kcal/mol. The SMILES is COc1cccc(NC(=O)[C@H](Sc2nc3ccccc3c(=O)n2CC(C)C)c2ccccc2)c1. For the frontier orbital gap, the calculation gives 0.305 Ha. As for the LUMO energy: 0.2 eV.

Each line ends with the Löwdin charge.
Atoms and positions in Å:
C 5.946 0.640 -3.694  -0.08
H 5.092 0.590 -4.376  0.10
O 5.812 1.699 -2.775  -0.08
C 4.747 1.693 -1.930  -0.27
C 4.661 2.771 -1.047  -0.02
C 3.611 2.849 -0.155  -0.08
C 2.638 1.867 -0.123  -0.04
C 2.722 0.789 -1.000  -0.20
C 3.776 0.700 -1.904  0.05
H 3.814 -0.144 -2.570  0.09
N 1.719 -0.180 -0.926  0.13
C 1.575 -1.310 -1.647  -0.51
O 2.311 -1.715 -2.522  0.08
C 0.321 -2.105 -1.260  -0.37
C 0.326 -2.682 0.129  -0.26
C 1.449 -2.612 0.943  -0.03
C 1.417 -3.138 2.223  -0.07
C 0.269 -3.740 2.705  -0.08
C -0.845 -3.839 1.889  -0.07
C -0.814 -3.321 0.609  -0.06
H -1.687 -3.401 -0.024  0.11
H -1.742 -4.320 2.250  0.10
H 0.243 -4.137 3.708  0.10
H 2.296 -3.071 2.847  0.11
H 2.356 -2.153 0.580  0.12
H 0.220 -2.911 -1.996  0.12
S -1.205 -1.111 -1.582  1.10
C -1.509 -0.342 -0.028  -0.53
N -0.496 -0.160 0.748  0.08
C -0.703 0.323 2.010  -0.19
C 0.386 0.481 2.873  -0.01
C 0.177 0.955 4.148  -0.06
C -1.106 1.279 4.588  -0.07
C -2.185 1.127 3.748  0.00
C -1.995 0.648 2.450  -0.06
C -3.126 0.487 1.546  -0.36
O -4.278 0.745 1.819  0.09
N -2.791 -0.023 0.277  0.02
C -3.862 -0.185 -0.688  -0.16
H -3.771 -1.172 -1.151  0.10
H -4.795 -0.130 -0.121  0.13
C -3.853 0.902 -1.771  -0.42
C -3.984 2.289 -1.148  -0.06
H -4.038 3.047 -1.925  0.08
H -3.130 2.517 -0.513  0.08
H -4.884 2.348 -0.540  0.09
C -4.994 0.635 -2.747  -0.07
H -4.890 -0.349 -3.199  0.08
H -4.993 1.378 -3.539  0.08
H -5.951 0.682 -2.232  0.09
H -2.904 0.844 -2.316  0.10
H -3.189 1.369 4.062  0.12
H -1.250 1.649 5.592  0.10
H 1.016 1.075 4.817  0.11
H 1.372 0.218 2.524  0.11
H 1.008 -0.027 -0.199  0.08
H 1.814 1.931 0.572  0.10
H 3.548 3.686 0.524  0.10
H 5.426 3.530 -1.084  0.11
H 6.850 0.856 -4.261  0.09
H 6.057 -0.322 -3.185  0.10


Entry 2:
C4H8N2O as an isolated structure. Source: OMol25; level of theory: ωB97M-V with the def2-TZVPD basis set.

Its energy relative to the best compared isomer or geometry (same formula, charge and spin) is 92.6 kcal/mol. For the frontier orbital gap, the calculation gives 0.337 Ha. As for the LUMO energy: 0.9 eV.

Each line ends with the Löwdin charge.
Atoms and positions in Å:
C -1.319 -1.388 0.020  -0.10
C -0.303 -0.415 -0.500  -0.19
C -0.733 0.964 -0.763  -0.11
N -0.111 0.806 0.553  0.05
C 1.202 0.177 0.641  -0.64
O 1.446 -0.475 1.641  0.04
N 2.182 0.754 -0.178  0.13
H -2.236 -0.921 0.426  0.08
H -1.617 -2.062 -0.792  0.08
H -0.863 -2.004 0.804  0.08
H -0.193 1.625 -1.441  0.11
H -1.787 1.236 -0.646  0.12
H -0.687 0.732 1.385  0.17
H 1.961 0.691 -1.164  0.09
H 3.057 0.281 0.011  0.10


Entry 3:
One molecule with the formula C3H4N2O at a distorted geometry. Source: OMol25; level of theory: ωB97M-V with the def2-TZVPD basis set.

Its energy relative to the best compared isomer or geometry (same formula, charge and spin) is 32.3 kcal/mol. The SMILES is Oc1cc[nH]n1. For the frontier orbital gap, the calculation gives 0.361 Ha. As for the LUMO energy: 0.9 eV.

Each line ends with the Löwdin charge.
Atoms and positions in Å:
C -0.756 -0.425 -0.140  -0.46
C 0.568 -0.447 -0.499  -0.05
C 1.125 0.620 0.182  -0.09
H -1.306 -1.950 -1.190  0.14
H 0.986 -1.214 -1.166  0.11
H 2.150 0.992 0.434  0.13
H -0.023 1.970 1.446  0.14
N 0.059 1.237 0.771  -0.05
N -1.111 0.605 0.595  0.10
O -1.692 -1.389 -0.432  0.03


Entry 4:
One molecule with the formula C2H6O2 at a distorted geometry. Source: OMol25; level of theory: ωB97M-V with the def2-TZVPD basis set.

Its energy relative to the best compared isomer or geometry (same formula, charge and spin) is 56.8 kcal/mol. The SMILES is OCCO. For the frontier orbital gap, the calculation gives 0.396 Ha. As for the LUMO energy: 0.6 eV.

Each line ends with the Löwdin charge.
Atoms and positions in Å:
C 0.471 -0.500 -0.349  -0.31
C -0.579 -0.151 0.644  -0.24
H 1.233 -1.080 0.185  0.12
H 0.204 -1.325 -1.067  0.14
H -0.179 0.204 1.510  0.10
H -1.036 -0.937 0.924  0.06
H -1.216 1.247 -0.473  -0.03
H 1.716 1.249 -0.441  0.23
O -1.542 0.663 0.049  0.04
O 0.929 0.631 -0.982  -0.11


Entry 5:
An isolated ion of composition C4H8N3O3 and charge +1 at a distorted geometry. Source: OMol25; level of theory: ωB97M-V with the def2-TZVPD basis set.

As for the net charge: +1. Its energy relative to the best compared isomer or geometry (same formula, charge and spin) is 123.5 kcal/mol. For the frontier orbital gap (alpha / beta), the calculation gives 0.312 / 0.311 Ha. As for the LUMO energy (alpha / beta): -6.5 / -6.5 eV.

Each line ends with the Löwdin charge.
Atoms and positions in Å:
C 0.809 0.732 -0.413  -0.12
C 1.218 -0.449 -1.378  -0.04
C -0.457 0.569 0.242  -0.10
C -0.637 1.042 1.646  -0.01
N 0.878 -1.718 -0.596  0.09
N 0.005 -1.613 0.323  -0.12
N -1.749 0.369 -0.521  -0.34
O -0.384 -2.431 1.062  0.16
O -2.681 -0.093 0.098  0.15
O -1.738 0.738 -1.676  0.14
H 1.613 0.820 0.344  0.14
H 0.758 1.767 -1.030  0.22
H 0.711 -0.305 -2.330  0.13
H 2.292 -0.567 -1.337  0.13
H 0.275 0.844 2.388  0.16
H -1.379 0.724 2.381  0.11
H -0.924 2.086 1.759  0.12
H 1.391 -2.512 -0.962  0.19


Entry 6:
C23H30F4N7O7Ti as an isolated structure at a distorted geometry. Source: OMol25; level of theory: ωB97M-V with the def2-TZVPD basis set.

As for the net charge: -1. For the frontier orbital gap, the calculation gives 0.151 Ha. As for the LUMO energy: 1.8 eV.

Each line ends with the Löwdin charge.
Atoms and positions in Å:
Ti 0.299 -0.437 0.905  0.91
C 1.611 0.907 2.825  -0.22
N 0.330 0.376 3.290  -0.24
C -0.381 1.560 3.795  -0.07
C 0.535 -0.701 4.273  -0.15
C -0.365 -1.877 3.818  -0.13
N -0.285 -2.032 2.329  -0.13
C -1.495 -1.767 1.687  -0.21
C -2.061 -0.478 1.143  -0.12
F -1.581 0.826 1.164  -0.01
C -3.389 -0.489 0.693  -0.24
F -3.973 0.653 0.411  0.12
C -4.188 -1.611 0.631  0.06
C -3.670 -2.801 1.108  -0.24
F -4.432 -3.912 1.114  0.08
C -2.411 -2.856 1.623  -0.20
F -1.978 -4.038 2.142  0.07
H 2.281 1.413 3.518  0.13
H 1.418 1.809 1.873  0.22
H 2.534 -0.439 2.034  0.08
H 0.157 2.035 4.626  0.09
H -1.371 1.263 4.146  0.10
H -0.497 2.271 2.983  0.09
H 0.240 -0.363 5.270  0.12
H 1.581 -1.016 4.309  0.12
H -1.389 -1.694 4.148  0.12
H -0.025 -2.814 4.267  0.12
H -5.202 -1.541 0.269  0.13
N -0.624 -2.945 -0.820  0.18
C 0.386 -3.641 -1.676  -0.29
C 1.518 -4.168 -0.786  -0.11
C 2.403 -3.069 -0.141  -0.41
N 1.672 -2.306 0.863  -0.14
C 2.922 -2.185 -1.277  -0.14
C 1.745 -1.547 -2.036  -0.42
N 0.958 -0.684 -1.187  -0.10
C 0.913 -2.653 -2.687  -0.13
H -0.976 -3.550 -0.085  0.13
H -1.383 -2.495 -1.331  0.17
H -0.071 -2.153 -0.361  0.07
H -0.148 -4.464 -2.159  0.14
H 2.161 -4.768 -1.439  0.12
H 1.120 -4.839 -0.018  0.11
H 3.256 -3.568 0.337  0.12
H 2.295 -2.021 1.633  0.01
H 0.561 -2.615 2.181  0.09
H 3.557 -2.772 -1.961  0.10
H 3.557 -1.398 -0.864  0.11
H 2.168 -0.955 -2.860  0.13
H -0.701 1.049 -2.280  0.13
H 1.255 0.295 -1.187  0.02
H 1.546 -3.205 -3.390  0.12
H 0.090 -2.222 -3.264  0.12
O 2.062 0.291 1.546  -0.20
O -2.269 1.651 -1.248  -0.19
C -0.999 1.848 -1.475  -0.68
O 0.048 1.339 -0.631  -0.38
C -0.581 3.194 -2.016  -0.10
C -1.563 4.029 -2.540  0.07
C -1.203 5.261 -3.063  -0.13
C 0.100 5.724 -3.089  0.05
C 1.047 4.873 -2.545  -0.13
C 0.737 3.631 -2.012  0.07
N 2.444 5.324 -2.539  -0.36
O 3.279 4.610 -2.016  0.06
O 2.706 6.396 -3.060  0.05
N -2.246 6.139 -3.622  -0.36
O -3.392 5.736 -3.633  0.07
O -1.909 7.232 -4.050  0.04
H -2.586 3.678 -2.519  0.12
H 0.359 6.684 -3.501  0.12
H 1.496 2.991 -1.589  0.12